1.
7 unconnected molecules or ions with the total composition C11H22Br8Cl6, computed with ωB97M-V/def2-TZVPD.

Last column: Löwdin charge in e.
Geometry (Å):
1 Br -5.1940 1.6165 1.5461  0.659
2 C -3.7376 0.8217 2.5074  -0.750
3 C -4.2446 -0.3040 3.3802  -0.681
4 Br -2.7121 -1.2913 4.0706  0.613
5 H -3.2855 1.6056 3.1091  0.058
6 H -2.9803 0.4967 1.8006  -0.009
7 H -4.9025 -1.0064 2.8864  0.031
8 H -4.7309 0.0933 4.2656  0.056
9 Br -0.8299 -0.3849 -3.7350  0.623
10 C 0.2855 1.1761 -3.7941  -0.774
11 C -0.4799 2.4175 -4.0968  -0.688
12 Br -1.3597 2.3540 -5.8441  0.593
13 H 1.1242 1.0068 -4.4608  0.057
14 H 0.6831 1.2257 -2.7793  -0.043
15 H 0.1630 3.2874 -4.1897  0.054
16 H -1.2478 2.6090 -3.3540  0.059
17 Br 1.4762 -3.4052 -2.6628  0.610
18 C 2.8732 -2.0447 -2.5453  -0.723
19 C 3.6949 -2.3529 -1.3419  -0.730
20 Br 5.0326 -0.9598 -1.1044  0.620
21 H 2.4530 -1.0479 -2.5999  0.003
22 H 3.4637 -2.2352 -3.4369  0.055
23 H 4.2297 -3.2821 -1.4939  0.054
24 H 3.1213 -2.3918 -0.4240  0.032
25 Br -2.1957 -2.0622 0.4431  0.645
26 C -3.0756 -3.7677 0.7302  -0.667
27 C -4.5161 -3.6260 1.1446  -0.727
28 Br -5.6105 -2.7699 -0.1737  0.643
29 H -2.4986 -4.2552 1.5155  0.062
30 H -2.9201 -4.3584 -0.1678  0.059
31 H -4.5843 -3.1241 2.1088  0.031
32 H -4.9516 -4.6115 1.3135  0.063
33 Cl 5.7444 3.3718 2.0904  0.508
34 C 4.3261 3.2029 3.1306  -1.036
35 Cl 4.5595 2.0001 4.4122  0.503
36 H 4.1117 4.1687 3.5670  0.029
37 H 3.5011 2.8647 2.5234  -0.055
38 Cl 2.7982 4.4266 -0.6484  0.541
39 C 2.4932 2.7093 -0.7948  -1.096
40 Cl 3.0845 2.0296 -2.3185  0.545
41 H 2.9588 2.1548 0.0143  -0.026
42 H 1.4220 2.5396 -0.7339  -0.015
43 Cl 1.3037 1.4633 1.9991  0.608
44 C 0.3689 0.1575 1.3093  -0.979
45 Cl 0.9264 -0.2288 -0.3444  0.569
46 H 0.5304 -0.7295 1.9049  0.026
47 H -0.6722 0.4404 1.2716  -0.008

Calculated values
ΔE to the lowest compared entry with this formula, charge and spin, kJ/mol: 19.50
Orbital gap, eV: 9.98
SMILES: BrCCBr.BrCCBr.BrCCBr.BrCCBr.ClCCl.ClCCl.ClCCl
E_tot, eV: -647238.8820
LUMO level, eV: 0.15

2.
A single C4H8N2O2 molecule, computed with ωB97M-V/def2-TZVPD.

Last column: Löwdin charge in e.
Geometry (Å):
1 C 0.5645 -0.5406 -1.1274  -0.176
2 N -0.8065 -1.1566 -1.1401  0.086
3 C -0.8206 -2.4113 -0.2450  -0.425
4 O 0.2130 -2.5658 0.4797  -0.021
5 C 0.5741 0.4048 0.0687  -0.224
6 N 0.3422 1.7510 -0.4142  0.085
7 C 0.0172 2.5626 0.6038  -0.401
8 O 0.0431 2.3434 1.8281  0.004
9 H 1.2630 -1.3722 -1.0864  0.111
10 H 0.6096 -0.0652 -2.1154  0.121
11 H -1.0905 -3.2235 -0.9849  0.152
12 H -1.7570 -2.2625 0.3504  0.163
13 H 1.5593 0.3733 0.5835  0.173
14 H -0.1564 0.1526 0.8419  0.127
15 H -1.3754 -0.3667 -0.8305  0.118
16 H -0.2740 3.5730 0.3300  0.106

Calculated values
ΔE to the lowest compared entry with this formula, charge and spin, kJ/mol: 810.54
Orbital gap, eV: 3.97
E_tot, eV: -11345.7121
LUMO level, eV: -4.59

3.
A molecular structure, C18H35AlINO2P2Si, computed with ωB97M-V/def2-TZVPD.

Last column: Löwdin charge in e.
Geometry (Å):
1 C 0.1004 -1.2662 -3.7539  -0.105
2 C 0.0728 -1.6896 -2.3208  -0.847
3 H 0.0383 -0.1562 -3.8450  0.108
4 H -0.7347 -1.7536 -4.2819  0.093
5 H 1.0588 -1.5931 -4.1966  0.106
6 O 0.1357 -0.7996 -1.4035  -0.229
7 I -0.0917 -3.7653 -2.0593  1.023
8 Al 0.2135 0.4225 0.4505  0.224
9 P 2.5291 0.1269 0.4208  0.780
10 C 3.5335 1.6283 0.1679  -0.219
11 C 3.3552 -0.6938 1.8384  -0.216
12 H 4.4397 -0.6063 1.6714  0.076
13 H 4.2634 -0.8604 -0.8638  0.071
14 H 3.0744 -1.7586 1.8300  0.068
15 H 2.8661 -1.9875 -0.7356  0.057
16 H 3.9515 1.9882 1.1160  0.046
17 H 3.0885 -0.2433 2.8061  0.037
18 C 3.1674 -0.9467 -0.9071  -0.237
19 H 4.3478 1.3484 -0.5128  0.064
20 H 2.8058 -0.6186 -1.8890  0.055
21 H 2.9382 2.4239 -0.2992  0.051
22 P -2.0848 0.3503 0.4419  0.806
23 C -3.0863 1.7811 0.9438  -0.191
24 C -2.8080 -0.0524 -1.1881  -0.228
25 H -2.0437 -1.6334 1.8608  0.057
26 H -3.5564 -1.4770 0.9088  0.075
27 H -3.2730 -0.4449 2.3487  -0.005
28 C -2.7996 -0.9367 1.4922  -0.213
29 H -2.7117 -1.1268 -1.3864  0.053
30 H -3.8668 0.2340 -1.1387  0.066
31 H -3.9644 1.7971 0.2853  0.073
32 H -2.5506 2.7353 0.8849  0.049
33 H -2.3084 0.5114 -1.9855  0.058
34 H -3.4350 1.6248 1.9726  -0.005
35 C 0.0673 3.3818 0.5323  -0.327
36 O -0.2250 4.4037 0.0367  0.249
37 C 2.3386 2.7025 3.3024  -0.154
38 Si 0.5526 2.3495 2.9793  0.500
39 C 0.0584 0.6781 3.6655  -0.168
40 C -0.5638 3.5986 3.7300  -0.136
41 N 0.3000 2.2966 1.0732  -0.060
42 C -3.9149 0.9215 3.8683  -0.052
43 C -3.7543 -0.1312 4.7283  -0.103
44 C -3.7574 0.1787 6.1148  -0.057
45 C -3.9762 1.4918 6.5394  -0.075
46 C -4.1866 2.5093 5.6094  -0.062
47 C -4.1968 2.2135 4.2175  -0.113
48 H 2.7838 3.4089 2.5787  0.051
49 H 2.9821 1.8091 3.3803  0.029
50 H 2.3640 3.1961 4.2923  0.064
51 H 0.6624 0.6090 4.5942  0.068
52 H -1.0034 0.7031 3.9572  0.031
53 H 0.2449 -0.2317 3.0505  0.001
54 H -0.5282 4.5818 3.2372  0.058
55 H -1.6065 3.2593 3.7835  0.028
56 H -0.2204 3.7250 4.7673  0.066
57 H -3.6197 -1.1618 4.4008  0.105
58 H -3.6160 -0.5954 6.8699  0.115
59 H -3.9446 1.7332 7.5977  0.114
60 H -4.3738 3.5223 5.9653  0.115
61 H -4.4087 2.9892 3.4793  0.109

Calculated values
Total charge: +2
ΔE to the lowest compared entry with this formula, charge and spin, kJ/mol: 36.64
Orbital gap (alpha / beta), eV: 5.39 / 7.75
E_tot, eV: -65957.0892
LUMO level (alpha / beta), eV: -6.04 / -6.18

4.
2 unconnected molecules or ions with the total composition C5H12O, computed with ωB97M-V/def2-TZVPD.

Last column: Löwdin charge in e.
Geometry (Å):
1 C 0.4641 -1.8773 0.8163  -0.014
2 C 0.1257 -1.4110 -0.3910  -0.176
3 C -0.8049 -0.2067 -0.5618  -0.233
4 C -0.9779 0.6119 0.7208  -0.287
5 C -1.7117 1.9549 0.4183  -0.114
6 H 0.1532 -1.3756 1.7177  0.038
7 H 1.2765 -2.5686 1.0335  0.054
8 H 0.5647 -1.8641 -1.2837  0.092
9 H -0.3990 0.3822 -1.3829  0.105
10 H -1.8290 -0.5262 -0.8296  0.116
11 H 0.0416 0.8053 1.0958  0.108
12 H -1.5998 0.0969 1.4644  0.106
13 H -2.1227 2.2288 1.3943  0.064
14 H -0.9911 2.6541 -0.0148  0.067
15 H -2.5515 1.8843 -0.2925  0.071
16 O 3.2936 -0.5701 -1.5047  -0.063
17 H 2.8696 0.2429 -1.2254  0.025
18 H 4.1986 -0.4618 -1.1748  0.040

Calculated values
ΔE to the lowest compared entry with this formula, charge and spin, kJ/mol: 120.08
Orbital gap, eV: 10.25
SMILES: C=CCCC.O
E_tot, eV: -7426.0668
LUMO level, eV: 0.80